Molecular formula: C4H7NO2
Method: DFT, the ωB97M-V functional and the def2-TZVPD basis

## Properties
Frontier orbital gap: 8.70 eV
Total energy: -9841.1285 eV
LUMO level: 0.0049 Ha
Relative energy (zero: lowest compared OMol25 entry of this formula, charge and spin): 141.85 kcal per mole

Positions of all 14 atoms, in Å:
1 O -1.93286 1.02615 -1.01958
2 C -0.77952 0.89296 -1.67913
3 C 0.44002 0.00676 0.07595
4 C -0.02226 0.44961 1.42406
5 N -0.67127 -0.65631 0.71206
6 C 1.71319 -0.73022 -0.11083
7 O 1.86741 -1.89308 0.24836
8 H -2.31146 0.15155 -0.74644
9 H -0.68000 -0.11613 -2.14341
10 H 0.21112 0.95623 -0.86084
11 H -0.61736 1.36147 1.49686
12 H 0.62118 0.22728 2.27903
13 H -0.35305 -1.57403 1.05064
14 H 2.52388 -0.16454 -0.62141

Force components x, y, z for each atom (eV/Å):
O 0.2 -0.7 -0.1
C -0.6 -0.4 0.1
C -0.5 0.5 -0.4
C 0.1 -0.1 0.0
N 0.4 -0.2 0.2
C 0.2 -1.1 0.3
O -0.2 1.6 -0.4
H 0.3 0.6 -0.2
H -0.1 0.3 0.2
H 0.6 -0.4 0.7
H 0.1 -0.2 -0.1
H -0.2 0.0 -0.2
H -0.1 0.4 -0.1
H -0.2 -0.3 0.2